{"formula": "C30H29N2O7PS4TeYb", "method": "wB97M-V/def2-TZVPD", "charge": -1, "energy_ha": -5157.8243, "homo_ev": [-3.9, -3.9], "spin_multiplicity": 2, "s_squared": 0.751, "gap_ev": [6.2, 6.2], "symbols": ["Yb", "S", "C", "C", "C", "C", "C", "C", "S", "C", "C", "C", "C", "C", "C", "C", "S", "C", "C", "C", "C", "C", "C", "S", "N", "H", "H", "H", "H", "H", "H", "H", "H", "H", "H", "H", "H", "H", "H", "H", "O", "C", "O", "C", "C", "C", "C", "C", "N", "C", "O", "O", "H", "H", "H", "H", "C", "C", "O", "P", "O", "Te", "O", "C", "C", "H", "H", "H", "H", "H", "H", "H", "H", "H", "H"], "xyz": [[-0.0694, 0.2978, 0.8369], [-0.0633, 2.9530, 1.5440], [-1.2787, 3.7363, 0.5485], [-2.5589, 3.9108, 1.0700], [-3.5862, 4.4814, 0.3569], [-3.3645, 4.9378, -0.9300], [-2.1009, 4.7629, -1.4882], [-1.0707, 4.1744, -0.7698], [0.4586, 3.8258, -1.6438], [-0.0220, 2.1478, -2.2048], [1.0612, 1.1034, -2.3341], [2.0045, 1.2694, -3.3287], [3.0118, 0.3298, -3.4467], [2.9921, -0.7824, -2.6271], [1.9843, -0.8938, -1.6645], [1.9206, -2.0981, -0.7748], [2.6463, -1.7639, 0.8962], [1.2320, -1.8717, 1.9635], [1.3766, -3.0896, 2.9682], [0.2750, -4.0284, 3.2660], [-0.9965, -3.6491, 3.4102], [-1.6211, -2.3606, 3.1639], [-1.2417, -1.0610, 3.1411], [-2.2613, 0.2012, 2.4189], [1.0617, 0.0651, -1.4966], [-2.7420, 3.5348, 2.0716], [-4.5570, 4.5704, 0.8240], [-4.1399, 5.4176, -1.4988], [-1.9042, 5.1171, -2.5021], [-0.5551, 2.2143, -3.1582], [-0.7944, 1.8279, -1.5400], [1.9568, 2.1740, -3.9331], [3.8131, 0.4847, -4.1543], [3.7193, -1.5788, -2.6976], [2.4840, -2.9150, -1.2327], [0.8963, -2.4494, -0.6501], [2.3048, -3.6323, 2.8062], [0.5194, -5.0786, 3.4196], [-1.7146, -4.4334, 3.6649], [-2.6747, -2.4264, 2.9359], [3.1166, 3.7466, 0.5569], [2.6876, 2.5072, 0.7204], [2.3209, 1.7925, -0.2026], [2.7762, 1.9386, 2.0753], [3.7109, 2.3215, 3.0174], [3.9007, 1.4987, 4.1229], [3.1419, 0.3575, 4.2656], [2.1545, 0.1300, 3.3172], [1.9564, 0.9075, 2.2642], [1.2498, -1.0679, 3.2595], [1.5366, -2.1469, 4.0908], [-0.0290, -0.4637, 3.5159], [2.7275, 4.0007, -0.3074], [4.3215, 3.1840, 2.8282], [4.6559, 1.7498, 4.8603], [3.2613, -0.3463, 5.0700], [-2.1559, -4.3576, 0.0596], [-2.5052, -3.7655, -1.2930], [-3.1552, -2.4808, -1.1966], [-2.1612, -1.1827, -1.1849], [-1.0770, -1.4436, -0.1690], [-3.3348, 0.8198, -0.9805], [-1.3156, -1.2694, -2.5832], [-2.0072, -1.3106, -3.8229], [-1.6399, -0.0733, -4.5985], [-1.7490, -5.3618, -0.0607], [-3.0597, -4.4446, 0.6790], [-1.4405, -3.7379, 0.6015], [-3.1969, -4.3894, -1.8262], [-1.6327, -3.6543, -1.9117], [-3.0859, -1.3703, -3.6559], [-1.7109, -2.2153, -4.3508], [-2.0306, 0.8148, -4.0794], [-2.0829, -0.1171, -5.5970], [-0.5495, 0.0045, -4.7151]], "mulliken_spin": [1.012, -0.001, 0.000, 0.000, 0.000, 0.000, 0.000, 0.000, 0.000, 0.001, -0.001, 0.000, 0.000, 0.000, -0.001, 0.000, 0.001, 0.002, 0.000, 0.000, -0.001, 0.002, -0.001, -0.003, -0.003, 0.000, 0.000, 0.000, 0.000, 0.000, -0.001, 0.000, 0.000, 0.000, 0.000, 0.000, 0.000, 0.000, 0.000, 0.000, 0.000, 0.000, 0.000, 0.000, 0.000, 0.000, -0.001, 0.000, 0.001, -0.002, 0.000, 0.001, 0.000, 0.000, 0.000, 0.000, 0.000, 0.000, 0.000, -0.001, -0.006, 0.000, 0.000, 0.000, 0.000, 0.000, 0.000, 0.000, 0.000, 0.000, 0.000, 0.000, 0.000, 0.000, 0.000]}